Entry from the Open Molecules 2025 dataset: a 9-piece molecular cluster, C11H38F6O8P overall (ωB97M-V/def2-TZVPD).

```
64
Properties=species:S:1:pos:R:3:nbo_charge:R:1
P 0.2371 -1.3160 -0.2322 2.59
F 0.5692 0.1211 -0.9890 -0.58
F -1.3179 -0.8882 -0.4301 -0.60
F -0.2148 -2.6795 0.5361 -0.58
F 0.3164 -0.6108 1.2478 -0.60
F 0.1486 -2.1943 -1.6281 -0.58
F 1.8452 -1.7076 0.0031 -0.58
O 1.2631 -4.5682 -1.5866 -0.76
O -1.4730 1.6798 1.0429 -0.81
O -2.9265 -2.7835 1.3615 -0.74
O -1.3919 -3.1412 -3.7953 -0.95
O -4.1317 3.2261 0.7766 -0.61
O -1.1493 4.3917 0.9278 -0.34
O 3.5736 -0.8298 1.6520 -0.76
O 6.0033 2.3894 -0.1729 -0.73
C 2.2831 -5.3010 -0.8455 -0.06
C -0.0016 4.1031 -1.1707 -0.63
C -3.9044 -1.8470 0.8688 -0.25
C -4.8225 2.1521 0.1622 -0.09
C -4.1620 1.7221 -1.0901 -0.64
C 2.9438 -0.1177 2.7224 -0.24
C -1.1773 4.7347 -0.4446 -0.10
C 2.2017 -6.7962 -1.1610 -0.64
C 3.8141 1.6351 -0.7422 -0.63
C -1.6984 1.4137 2.4293 -0.27
C 4.6479 2.4240 0.3111 -0.06
H -3.9656 -1.0327 1.5908 0.14
H -4.0573 2.5656 -1.7725 0.20
H 2.1855 -5.0951 0.2205 0.17
H -2.0493 -2.5231 1.0712 0.49
H 0.8887 4.3778 -0.6050 0.25
H 4.4332 2.1859 1.3529 0.17
H 0.1125 4.3920 -2.2155 0.26
H -4.9199 -2.2396 0.8172 0.18
H 3.0376 -7.4446 -0.8984 0.21
H 1.0261 -3.6943 -1.2676 0.49
H -4.9470 1.3086 0.8412 0.20
H 3.2663 -4.9719 -1.1819 0.15
H -2.1985 0.4656 2.6273 0.21
H -1.2042 0.8857 0.5750 0.53
H -0.6992 1.4525 2.8631 0.19
H 4.0146 0.5705 -0.6216 0.24
H 3.7408 0.0733 3.4410 0.18
H -0.7865 -3.7766 -4.1775 0.47
H 4.3317 3.4596 0.1860 0.13
H -3.1683 1.3008 -0.9383 0.22
H 2.1619 -0.6711 3.2424 0.17
H 1.4038 -7.2156 -0.5482 0.20
H 2.7313 1.7133 -0.6446 0.20
H -4.7602 0.9478 -1.5703 0.24
H 4.1213 2.0702 -1.6933 0.21
H -5.8243 2.4104 -0.1809 0.19
H -2.1815 2.2632 2.9120 0.18
H 6.4091 3.2585 -0.2111 0.47
H -0.9296 3.4622 1.0241 0.53
H -1.9842 4.1740 -0.9164 0.30
H 2.9272 -1.2698 1.0951 0.49
H -3.2154 2.9448 0.8297 0.48
H -3.5416 -1.5054 -0.1006 0.18
H 2.5450 0.8068 2.3046 0.15
H -1.3235 5.8005 -0.6196 0.24
H -0.8615 -2.6533 -3.1653 0.48
H 1.9456 -7.0312 -2.1941 0.22
H -0.1400 3.0233 -1.2249 0.26
```

- HOMO energy (spin up / spin down) (eV) = -9.09 / -9.09
- total charge = 0
- Kohn-Sham gap (spin up / spin down) (eV) = 8.7 / 1.9
- spin multiplicity = 2
- <S²> = 0.76

Entry from the Open Molecules 2025 dataset: a 12-piece molecular cluster, C4H33NO13 overall (ωB97M-V/def2-TZVPD).

```
51
Properties=species:S:1:pos:R:3:nbo_charge:R:1
O -3.4245 -1.3028 0.8753 -0.94
O -3.1318 1.5065 -0.6918 -0.98
O 2.6344 -1.2317 -2.6651 -0.97
O -2.1050 0.8504 3.2102 -0.97
O -1.8582 -3.8795 2.3738 -0.96
O 0.2156 -2.6790 -3.5991 -0.93
O -0.5597 0.4304 -1.9032 -0.69
O 1.1766 2.0493 -4.0125 -0.92
O 0.3403 -2.0180 2.6227 -0.96
O 0.7094 4.4983 0.7068 -0.94
O -0.0325 -3.5130 -0.1671 -0.97
O 0.9462 0.7900 2.2726 -0.78
O -1.0244 2.4194 1.2278 -1.01
N 1.0270 -0.2195 -0.5328 -0.14
C -0.4068 -0.1421 -0.5917 0.01
C 1.7011 0.9812 -0.0668 -0.15
C 3.0131 1.1998 -0.8441 -0.61
C 2.1206 0.8008 1.4069 -0.06
H -3.0333 0.6654 3.3703 0.50
H 2.6118 -2.1045 -3.0884 0.50
H 2.7299 -0.7396 -3.4995 0.50
H 0.4364 -3.0358 0.5302 0.48
H 1.2457 1.5352 -3.2035 0.45
H -0.9111 -1.1087 -0.6174 0.23
H -2.3172 1.7227 -0.2242 0.49
H 2.7595 -0.0621 1.6066 0.21
H -0.3650 -2.2657 -2.9575 0.46
H -0.9892 -3.6150 2.0718 0.47
H 0.6982 -1.8159 3.4957 0.48
H 3.4610 2.1573 -0.5921 0.26
H -3.0910 -1.6428 0.0521 0.47
H 3.6541 0.3399 -0.8561 0.24
H -1.7246 2.3544 1.8915 0.52
H -3.3095 2.1055 -1.4198 0.49
H -3.2709 -0.3586 0.9265 0.48
H 0.3399 2.5114 -3.9143 0.48
H 0.5970 3.6929 1.2132 0.46
H -0.3395 1.7764 1.4566 0.49
H 1.1921 0.8487 3.1973 0.51
H 2.7139 1.1983 -1.8969 0.22
H -0.2034 4.6870 0.4598 0.48
H 0.2462 -4.4324 -0.0764 0.50
H 0.7088 -3.3677 -3.1425 0.47
H -2.5478 -3.3453 1.9703 0.48
H 1.0778 1.8743 -0.1246 0.27
H -1.3496 0.0582 -2.3160 0.51
H -1.7211 0.9690 4.0863 0.48
H 0.2925 -1.1275 2.2409 0.47
H 1.5483 -0.8473 -1.1771 0.47
H 2.6047 1.7145 1.7188 0.22
H -0.8330 0.5104 0.1605 0.22
```

- HOMO energy (spin up / spin down) (eV) = -12.89 / -12.89
- total charge = +1
- Kohn-Sham gap (spin up / spin down) (eV) = 9.8 / 5.3
- spin multiplicity = 2
- <S²> = 0.76

Entry from the Open Molecules 2025 dataset: a 3-piece molecular cluster, C34H70B2N2O7 overall (ωB97M-V/def2-TZVPD).

```
115
Properties=species:S:1:pos:R:3:lowdin_spin:R:1
O 6.8816 -3.5373 4.7400 0.00
O 5.6954 -4.7476 6.1136 0.00
O 3.4678 0.4934 4.6074 0.00
O 4.8748 -0.8060 6.0578 0.00
O 8.0203 -1.0358 3.3561 0.54
O -4.8894 -0.9628 -5.1435 0.00
O -7.9394 2.5354 -4.8728 0.55
N 8.6707 0.0754 3.2893 0.37
N -8.7043 2.8832 -5.8527 0.35
C -6.5545 3.4046 -6.9941 0.00
C -2.6639 -3.4755 0.7209 0.00
C -5.6423 -0.1597 -6.0281 0.00
C -8.6287 4.0362 -8.0787 0.00
C -1.1491 -2.4357 2.5342 0.00
C -7.9231 5.2544 -6.0244 0.01
C 2.2685 -1.1872 6.0637 0.00
C -1.5983 -2.4095 1.0823 0.00
C 10.7189 -0.5022 4.6519 0.02
C -7.9731 3.8800 -6.6923 0.03
C 11.5644 -0.4844 3.3820 0.00
C 9.4018 0.2892 4.5765 0.03
C 8.6512 -0.3726 0.8374 0.00
C -9.3116 5.7606 -5.6474 0.00
C -0.0024 -1.3986 2.7163 0.00
C -10.0322 3.2964 -5.3092 0.03
C -11.1194 3.1048 -6.4063 0.00
C 0.2903 -1.1724 4.2268 0.00
C 5.7457 -4.2326 5.0873 0.00
C 2.3767 -3.0010 3.9604 0.00
C 3.2821 -3.9291 4.8144 0.00
C 9.4882 0.0680 2.0376 0.03
C 4.6103 -4.3446 4.0965 0.00
C 9.6473 1.8123 4.7803 0.00
C -3.7893 -2.9301 -0.1918 0.00
C -10.4889 2.3988 -4.1571 0.00
C 10.7124 -0.8389 2.1682 0.01
C 8.5700 -0.1297 5.7922 0.00
C -3.5524 -3.2246 -1.6949 0.00
C -10.0338 4.7387 -4.7727 0.02
C -3.3416 -1.9555 -2.5313 0.00
C -4.5366 -0.2400 -3.9640 0.00
C -4.6395 -1.1592 -2.7594 0.00
C 9.9674 1.4865 1.6713 0.00
B 3.6026 -0.4942 5.5964 0.00
B 1.6495 -1.8223 4.7384 0.00
H -5.6791 -0.6080 -7.0197 0.00
H -9.2183 6.7021 -5.1016 0.00
H -11.7769 2.2671 -6.1721 0.00
H -5.9260 3.3728 -6.1046 0.00
H 0.8741 -1.6993 2.1449 0.00
H -7.3019 5.2108 -5.1238 0.00
H -0.5359 -1.5055 4.8607 0.00
H -8.0155 4.6796 -8.7116 0.00
H -4.6952 -3.4675 0.0902 0.00
H -2.6183 -1.2840 -2.0645 0.00
H 0.4401 -0.0969 4.3644 0.00
H 4.7668 -3.7473 3.2019 0.00
H -2.2059 -4.3190 0.2090 0.00
H 5.3892 -1.0776 5.2821 0.00
H -7.4392 5.9716 -6.6915 0.00
H -6.6719 -0.0130 -5.6809 0.00
H 11.3151 -0.1341 5.4890 0.00
H 9.0214 2.2123 5.5785 0.00
H -6.5636 2.4096 -7.4435 0.00
H 3.5725 -3.5123 5.7759 0.00
H 9.2293 -0.2653 -0.0804 0.00
H -4.8443 -0.5914 -1.8489 0.00
H -0.7255 -2.5964 0.4492 0.00
H 1.5968 -3.6337 3.5255 0.00
H -11.0632 5.0642 -4.6105 0.00
H -5.1656 0.8239 -6.1060 0.00
H 10.4630 1.4736 0.6996 0.00
H -8.7172 3.0720 -8.5830 0.00
H 8.4361 -1.2104 5.8529 0.00
H -11.7457 3.9911 -6.5229 0.00
H -0.4061 -0.4629 2.3241 0.00
H 7.7526 0.2400 0.7397 0.00
H -11.5187 2.6425 -3.8927 0.00
H 6.7899 -2.5983 4.9520 0.00
H -9.8867 2.5353 -3.2593 0.00
H 9.1271 2.1797 1.5994 0.00
H 10.6856 2.0295 5.0369 0.00
H 8.3493 -1.4173 0.9019 0.00
H 1.5707 -0.5080 6.5581 0.00
H -2.9952 -2.2626 -3.5210 0.00
H -3.9410 -1.8639 -0.0279 0.00
H 4.0181 0.2255 3.8550 0.00
H -1.9522 -1.4130 0.8154 0.00
H 11.3190 -0.7715 1.2622 0.00
H 2.7060 -4.8230 5.0369 0.00
H 7.5830 0.3377 5.7817 0.00
H -9.5560 4.7524 -3.7875 0.00
H -4.4277 -3.7331 -2.0986 0.00
H 4.5350 -5.4023 3.8484 0.00
H -0.7384 -3.3990 2.8481 0.00
H -5.2277 0.6012 -3.8638 0.00
H -2.6692 -3.8489 -1.8332 0.00
H -10.4510 1.3443 -4.4355 0.00
H -9.6136 4.4979 -8.0499 0.00
H 12.3766 -1.2082 3.4786 0.00
H -9.9017 5.9865 -6.5399 0.00
H -10.7064 2.8594 -7.3812 0.00
H -5.4873 -1.8242 -2.9339 0.00
H 10.6918 1.8999 2.3701 0.00
H -1.9275 -2.1177 3.2276 0.00
H 2.4467 -2.0120 6.7626 0.00
H 12.0428 0.4905 3.2533 0.00
H 9.3884 2.4089 3.9097 0.00
H 10.4923 -1.5485 4.8820 0.00
H 9.0789 0.1789 6.7055 0.00
H -6.0669 4.0816 -7.6960 0.00
H 10.3973 -1.8846 2.2454 0.00
H 2.9252 -2.5663 3.1151 0.00
H -3.1249 -3.7909 1.6579 0.00
H -3.5176 0.1466 -4.0836 0.00
```

- HOMO energy (spin up / spin down) (eV) = -8.66 / -9.35
- total charge = 0
- Kohn-Sham gap (spin up / spin down) (eV) = 9.0 / 9.2
- spin multiplicity = 3
- <S²> = 2.01

| no. | E_tot (eV) |
| --- | --- |
| 1 | -53996.0349 |
| 2 | -32782.2637 |
| 3 | -55056.8177 |